# 1
A molecular structure, C8H4NO4PtS3 in a non-equilibrium geometry, computed with ωB97M-V/def2-TZVPD.

Structure (XYZ):
```
21
Properties=species:S:1:pos:R:3:forces:R:3
Pt 0.011917 -0.172743 -0.090094 -0.059 -0.207 -0.071
S -1.978211 -4.007758 -1.007389 0.044 -0.099 -0.073
C -1.062765 -2.720097 -0.822049 -0.386 -1.120 -0.361
S -1.060946 -1.294422 -1.795202 0.446 0.922 0.917
S 0.046111 -2.409144 0.464184 -0.004 1.372 0.000
O -0.820043 1.292722 1.042931 -0.026 -0.580 -0.275
C -0.339740 2.410661 1.358928 0.036 0.368 0.163
C 0.903854 2.946207 1.011456 -0.045 -0.205 -0.080
C 1.247843 4.233229 1.477779 -0.119 0.244 0.179
C 2.450099 4.763446 1.147758 0.030 -0.171 -0.099
C 3.360942 4.053850 0.348767 0.026 -0.039 -0.032
C 3.041784 2.804806 -0.111033 0.058 -0.281 -0.167
C 1.803814 2.212390 0.205943 0.143 0.315 0.085
O 1.575004 1.016754 -0.271864 -0.056 -0.485 -0.214
N 2.803216 6.106922 1.637406 0.038 0.016 -0.010
O 1.984439 6.675630 2.321427 -0.116 0.037 0.076
O 3.886162 6.534940 1.315584 0.124 0.020 -0.051
H -0.983093 3.035581 1.984126 -0.154 -0.170 -0.008
H 0.570200 4.809112 2.095772 -0.035 -0.053 -0.009
H 4.313152 4.503285 0.101897 -0.015 0.033 0.024
H 3.718906 2.230769 -0.727925 0.069 0.082 0.006
```
Positions in Å, forces in eV/Å.

Electronic energy ... -53780.863 eV
HOMO level ... -13.12 eV
Relative energy (zero: lowest compared OMol25 entry of this formula, charge and spin) ... 5.6 kcal/mol
Largest force on an atom ... 1.37 eV/A
Lowest unoccupied orbital energy ... -7.26 eV
Net charge ... +1
Frontier orbital gap ... 5.86 eV

***

# 2
A molecular structure, C30H32BBaCl3N11OSSiTe, computed with ωB97M-V/def2-TZVPD.

Structure (XYZ):
```
82
Properties=species:S:1:pos:R:3:forces:R:3
Ba -0.657772 -0.042348 -0.093917 0.173 -0.552 -0.558
C 0.760424 -4.044809 -1.641806 -0.003 0.024 0.007
C 1.687389 -3.316355 -0.726634 0.049 0.006 -0.055
C 3.097668 -3.313204 -0.764371 -0.027 0.030 0.050
C 3.468584 -2.488345 0.268829 -0.073 0.042 -0.016
N 2.347282 -2.052455 0.880492 0.138 -0.234 -0.082
N 1.247561 -2.545394 0.259785 -0.103 0.080 0.004
B 2.323451 -1.015452 2.004961 -0.086 0.046 0.270
N 2.449064 0.384821 1.356228 0.123 0.164 -0.117
C 2.942564 1.549402 1.831932 -0.110 0.041 0.108
C 2.951627 2.471188 0.812476 -0.089 -0.032 0.015
C 2.421981 1.782169 -0.297085 0.145 -0.029 0.192
C 2.189228 2.271691 -1.689218 -0.052 0.025 0.007
N 2.135006 0.532570 0.034965 -0.015 -0.117 -0.054
N 1.056952 -1.164826 2.908913 0.044 -0.039 0.154
C 1.016916 -1.379325 4.241730 0.013 0.061 -0.017
C -0.299948 -1.396585 4.643003 -0.026 -0.005 -0.057
C -1.033401 -1.173083 3.462043 0.203 0.030 0.082
C -2.505753 -1.020296 3.262450 -0.052 0.024 -0.004
N -0.201261 -1.044798 2.440205 -0.067 0.224 -0.176
N 3.525765 -1.346926 2.933739 0.093 -0.147 -0.117
C 3.839762 -2.593385 3.348682 -0.020 0.090 -0.011
C 4.877543 -2.490982 4.246587 0.027 -0.048 0.016
C 5.139208 -1.108633 4.321733 -0.083 -0.033 -0.030
C 6.178401 -0.396395 5.127287 0.019 0.026 0.010
N 4.316083 -0.435163 3.532189 0.028 0.067 0.091
H 1.177939 -5.018170 -1.909857 0.001 0.002 0.011
H 0.596085 -3.470216 -2.555851 0.008 -0.010 0.001
H -0.217479 -4.174082 -1.185342 0.010 0.000 -0.002
H 3.738584 -3.838264 -1.453595 -0.005 0.005 0.010
H 4.439960 -2.176857 0.617052 0.000 -0.018 -0.019
H 3.252268 1.633806 2.857859 -0.019 0.002 -0.024
H 3.253168 3.503660 0.867813 -0.011 -0.007 0.009
H 1.518016 3.132000 -1.694896 -0.003 -0.002 0.002
H 1.744930 1.486017 -2.302014 -0.004 -0.004 0.006
H 3.127203 2.578054 -2.157579 -0.002 -0.003 0.008
H 1.922286 -1.488386 4.815066 -0.011 0.005 0.008
H -0.676372 -1.520638 5.644667 0.002 -0.008 -0.010
H -2.863460 -0.089552 3.708182 0.019 -0.004 -0.006
H -3.060877 -1.846922 3.709415 0.019 -0.005 0.008
H -2.756436 -0.986799 2.199717 -0.002 0.001 0.023
H 3.298456 -3.448495 2.977721 0.017 0.005 0.005
H 5.375915 -3.292835 4.767047 0.001 0.015 -0.003
H 6.614992 -1.063123 5.871532 -0.009 -0.009 0.002
H 5.744517 0.459925 5.644503 0.006 0.002 -0.013
H 6.985747 -0.025757 4.492107 -0.004 -0.002 0.004
N -2.500493 -1.509151 -4.892912 0.000 -0.026 0.021
C -2.019061 -1.712202 -3.589186 -0.283 0.208 -0.240
S -0.539730 -0.865134 -3.234485 0.342 0.027 0.123
N -2.749308 -2.461555 -2.848316 0.100 -0.106 0.097
N -2.270975 -2.808971 -1.595626 -0.091 0.021 -0.053
C -3.098143 -2.607455 -0.647034 0.006 -0.087 0.161
C -4.368001 -1.851882 -0.770717 0.051 0.270 -0.136
C -5.618137 -2.427930 -0.886409 -0.029 0.010 0.026
C -6.746486 -1.639387 -1.101776 -0.048 -0.116 0.002
C -6.593426 -0.263350 -1.212451 0.051 0.120 0.000
C -5.350251 0.337909 -1.092008 -0.039 -0.068 0.134
C -4.199836 -0.436824 -0.843528 -0.057 -0.256 -0.088
O -3.014056 0.068886 -0.699545 -0.343 0.228 0.058
H -2.261302 -0.589233 -5.234327 -0.005 -0.030 0.019
H -3.493833 -1.693818 -4.942353 0.004 0.004 0.009
H -2.765886 -2.946475 0.337017 0.011 -0.036 -0.033
H -5.713395 -3.508210 -0.835481 0.009 0.003 -0.004
H -7.725554 -2.093728 -1.199259 0.015 -0.008 0.005
H -7.464683 0.357959 -1.395417 0.003 0.000 0.001
H -5.233538 1.412544 -1.166663 0.000 -0.004 -0.007
Te -1.917499 1.984936 -2.920012 -0.109 -0.001 0.048
C -1.260512 3.770777 -3.857171 0.054 -0.027 -0.049
C -1.530496 4.028045 -5.203951 0.048 -0.014 0.022
C -1.115361 5.209728 -5.802172 0.003 0.027 0.004
C -0.433052 6.166757 -5.060564 -0.019 -0.043 0.012
C -0.168842 5.928915 -3.717578 0.020 0.017 -0.030
C -0.571535 4.740586 -3.124015 -0.022 -0.014 0.056
H -2.070931 3.289792 -5.784685 0.004 0.011 0.002
H -1.330136 5.387140 -6.850220 0.002 -0.002 0.005
H -0.113539 7.091654 -5.526020 0.004 0.002 0.003
H 0.356484 6.669259 -3.125298 -0.008 -0.005 -0.005
H -0.366832 4.571328 -2.072067 -0.009 0.002 -0.020
Cl -0.282111 4.746446 1.204028 -0.071 -0.111 0.011
Si -0.948889 2.750028 1.818761 -0.015 0.306 0.191
Cl -2.974183 3.226675 2.464754 0.122 0.009 -0.067
Cl -0.036245 2.699510 3.787948 0.036 -0.020 -0.011
```
Positions in Å, forces in eV/Å.

Electronic energy ... -115023.171 eV
HOMO level (alpha / beta) ... -2.31 / -2.64 eV
Multiplicity ... 2
Relative energy (zero: lowest compared OMol25 entry of this formula, charge and spin) ... 2.3 kcal/mol
Largest force on an atom ... 0.80 eV/A
Lowest unoccupied orbital energy (alpha / beta) ... 3.99 / 3.39 eV
Net charge ... -2
Frontier orbital gap (alpha / beta) ... 6.30 / 6.03 eV

***

# 3
2 unconnected molecules or ions with the total composition C9H12ClN in a non-equilibrium geometry, computed with ωB97M-V/def2-TZVPD.

Structure (XYZ):
```
23
Properties=species:S:1:pos:R:3:forces:R:3
C 1.938600 -0.652285 -1.381364 -2.558 -3.035 -1.192
C 0.718423 -1.356648 -1.103540 1.053 2.102 -0.498
C 2.667021 -0.055251 -0.413029 0.445 0.759 0.646
C 0.347000 -1.272006 0.231398 -1.623 -2.707 -2.531
C 2.248062 0.073043 0.899894 -2.156 -1.591 -0.915
C 1.041549 -0.629884 1.167738 1.832 2.020 2.956
C -1.261882 1.995126 1.943005 1.258 -1.531 -0.651
C -2.146796 0.713342 -1.493364 -0.134 -0.230 1.286
C -1.051513 1.438280 0.543651 -0.196 0.450 -0.776
N -2.048290 0.871259 -0.170505 0.356 0.412 1.431
Cl 0.244233 2.255985 -0.392308 -1.316 -0.618 0.413
H 2.310367 -0.837642 -2.372015 0.420 0.652 -0.380
H 0.026781 -1.714519 -1.921222 1.133 0.025 1.175
H 3.545283 0.391787 -0.770771 1.358 0.710 -0.020
H -0.474629 -1.923814 0.482049 -0.577 0.359 0.508
H 2.739195 0.692532 1.606602 0.415 0.196 0.587
H -0.472686 2.846226 1.941759 -2.077 -1.074 0.887
H -1.014294 1.161786 2.688701 0.018 1.412 -0.595
H -2.356322 2.140309 2.027380 0.686 0.993 0.436
H 0.572209 -0.624530 2.164688 0.629 0.094 -0.295
H -3.008660 0.206504 -1.830078 -0.495 -0.416 -0.506
H -1.309937 1.023868 -2.062790 0.285 0.168 -0.583
H -2.801438 0.459878 0.463196 1.243 0.849 -1.382
```
Positions in Å, forces in eV/Å.

Electronic energy ... -23536.635 eV
HOMO level (alpha / beta) ... -6.55 / -6.55 eV
Relative energy (zero: lowest compared OMol25 entry of this formula, charge and spin) ... 88.1 kcal/mol
Largest force on an atom ... 4.14 eV/A
Lowest unoccupied orbital energy (alpha / beta) ... 0.67 / 0.67 eV
Frontier orbital gap (alpha / beta) ... 7.22 / 7.22 eV

***

# 4
C5H10O2 in the gas phase in a non-equilibrium geometry, computed with ωB97M-V/def2-TZVPD.

Structure (XYZ):
```
17
Properties=species:S:1:pos:R:3:forces:R:3
O 2.871471 -0.510576 -0.819881 -0.209 0.396 0.027
C 1.784371 -0.979265 -0.051227 -0.235 0.065 0.353
C 0.459805 -0.282722 -0.469602 -0.897 0.273 0.271
C -0.715390 -0.739473 0.381720 0.109 -0.596 0.095
C -1.856008 0.304320 0.271468 0.415 0.028 -0.044
C -1.017225 1.610303 0.067596 0.846 -0.545 -0.176
O 0.417443 1.167312 -0.249594 -1.112 -0.102 0.236
H 2.732619 0.443154 -0.812278 0.454 0.174 -0.223
H 1.984858 -0.834014 1.027654 -0.203 0.158 -0.249
H 1.765221 -2.082801 -0.204011 -0.491 0.747 -0.064
H 0.327229 -0.519682 -1.546432 -0.109 0.348 0.366
H -0.333739 -0.728380 1.417744 -0.310 -0.149 -0.241
H -0.957634 -1.766967 0.104763 -0.417 0.037 0.219
H -2.467641 0.300262 1.203383 0.585 0.243 -0.582
H -2.586558 0.129469 -0.546561 0.757 -0.003 0.237
H -1.025877 2.231654 0.992013 0.477 -0.498 -0.638
H -1.377309 2.252560 -0.765311 0.340 -0.576 0.414
```
Positions in Å, forces in eV/Å.

Electronic energy ... -9441.138 eV
HOMO level ... -9.83 eV
Relative energy (zero: lowest compared OMol25 entry of this formula, charge and spin) ... 43.9 kcal/mol
Largest force on an atom ... 1.14 eV/A
Lowest unoccupied orbital energy ... 1.02 eV
Frontier orbital gap ... 10.85 eV

***

# 5
A molecular structure, C32H38BrN4O6S2SbV, computed with ωB97M-V/def2-TZVPD.

Structure (XYZ):
```
85
Properties=species:S:1:pos:R:3:forces:R:3
V -0.707081 0.410467 0.834305 0.394 0.460 0.518
C 1.729140 -1.950976 0.223860 0.028 -0.061 -0.010
C 1.594717 -1.563461 1.664712 0.026 -0.060 -0.038
C 2.693756 -1.751796 2.501956 -0.081 -0.054 -0.040
C 2.551032 -1.558640 3.853371 -0.019 0.022 0.021
C 1.288635 -1.244369 4.339638 0.029 -0.038 -0.024
C 0.232952 -1.026065 3.466278 0.096 -0.011 0.135
N 0.414521 -1.123544 2.128191 -0.230 0.469 -0.125
Sb -1.579667 -0.790249 4.677360 -0.137 0.007 -0.046
C -2.700338 -2.267584 3.570153 -0.073 -0.076 0.038
C -4.023630 -2.576739 3.845313 -0.063 -0.013 0.018
C -4.662672 -3.528532 3.060835 0.059 0.022 -0.004
C -3.952278 -4.147632 2.052825 0.012 0.003 0.013
C -2.607144 -3.824068 1.881324 -0.042 -0.043 -0.042
C -1.782739 -4.478850 0.810775 0.019 -0.021 -0.032
N -2.001892 -2.911832 2.635362 0.073 0.057 0.005
C -2.874668 0.932375 4.233572 -0.145 -0.050 0.096
C -4.191038 0.789849 4.644513 -0.040 -0.040 0.033
C -5.056138 1.868172 4.525477 0.031 0.010 -0.001
C -4.598892 3.049472 3.979112 0.070 0.008 0.023
C -3.272269 3.131440 3.573437 -0.050 0.054 0.025
C -2.718675 4.322939 2.861290 -0.046 0.043 -0.014
N -2.455165 2.094422 3.756025 0.044 -0.071 -0.063
H 2.038084 -2.997954 0.182684 0.036 0.015 -0.006
H 2.489736 -1.362392 -0.291030 -0.022 0.033 0.007
H 0.788310 -1.865776 -0.306409 0.016 -0.046 0.030
H 3.634094 -2.063745 2.067356 0.000 -0.011 0.005
H 3.389032 -1.680164 4.527502 -0.001 -0.010 0.004
H 1.130581 -1.161995 5.407089 -0.023 0.019 -0.006
H -4.558508 -2.098278 4.653544 0.002 -0.013 -0.024
H -5.701572 -3.777396 3.235468 -0.005 0.005 0.009
H -4.419479 -4.881274 1.408811 -0.001 -0.001 -0.003
H -2.127341 -4.168337 -0.177913 0.001 0.005 0.001
H -0.740873 -4.184386 0.920256 0.002 0.000 0.005
H -1.856311 -5.566392 0.857908 -0.006 0.003 0.008
H -4.547919 -0.138865 5.066014 0.011 0.023 0.006
H -6.084863 1.778288 4.849766 -0.008 -0.012 0.000
H -5.253657 3.899358 3.845476 0.000 0.004 -0.004
H -3.286692 5.220764 3.100568 -0.008 -0.011 -0.008
H -2.797485 4.141297 1.786194 0.019 -0.005 0.006
H -1.669903 4.479748 3.103437 0.011 0.000 0.015
O -4.138236 1.520721 1.385476 -0.064 -0.023 -0.051
S -3.310541 0.655711 0.609019 0.678 -0.180 0.150
O -3.947620 -0.284014 -0.258588 -0.119 0.052 -0.044
O -2.165896 1.417185 -0.073266 0.012 -0.024 0.003
O -2.314932 -0.153556 1.568879 -0.214 -0.236 -0.333
C 2.212187 0.956879 -6.533042 0.000 0.001 -0.003
C 2.150293 -0.379766 -5.780969 -0.008 -0.007 0.019
C 3.548796 -1.011669 -5.747782 0.003 0.004 -0.008
C 1.214743 -1.316388 -6.544216 -0.012 -0.022 -0.021
C 1.675781 -0.136346 -4.348415 -0.019 -0.049 -0.059
C 0.551023 -0.757544 -3.818672 -0.036 0.046 0.054
C 0.176822 -0.486501 -2.515864 0.265 0.089 -0.239
Br -1.345335 -1.308824 -1.776391 -0.187 -0.044 0.041
C 0.905246 0.393880 -1.714492 -0.159 0.011 0.255
O 0.493074 0.583082 -0.445633 -0.254 -0.111 0.087
C 2.055011 1.022429 -2.206142 -0.006 -0.114 -0.248
C 2.390900 0.727205 -3.527437 0.013 0.049 0.139
C 2.971083 1.982373 -1.433165 -0.028 -0.015 -0.006
C 2.557730 2.269175 0.012135 -0.008 0.013 0.042
C 4.383585 1.378024 -1.396109 0.026 0.018 0.010
C 3.009171 3.325617 -2.178541 0.007 0.024 0.007
H 2.520005 0.788939 -7.567044 0.007 0.003 -0.003
H 2.927517 1.643979 -6.080062 0.003 0.003 0.009
H 1.236419 1.445101 -6.540696 -0.012 -0.009 -0.003
H 3.909444 -1.181517 -6.764449 0.001 0.000 -0.004
H 3.529627 -1.970545 -5.226758 -0.009 -0.005 0.004
H 4.267649 -0.367603 -5.239748 0.005 0.005 -0.003
H 1.583844 -1.444513 -7.562938 0.001 -0.001 -0.001
H 0.201496 -0.915462 -6.606355 0.001 0.018 -0.002
H 1.165496 -2.305630 -6.085413 0.009 -0.001 0.015
H -0.044393 -1.441620 -4.404371 -0.008 -0.006 0.014
H 3.272512 1.203460 -3.934687 0.012 0.002 -0.025
H 2.567410 1.373298 0.634104 0.010 -0.004 -0.010
H 1.567462 2.712823 0.093396 0.012 0.011 -0.015
H 3.276511 2.974376 0.435066 0.004 -0.003 0.006
H 4.382549 0.422058 -0.867536 -0.011 -0.009 0.005
H 5.058122 2.053614 -0.866323 0.000 0.006 0.000
H 4.791688 1.210005 -2.392943 -0.001 0.002 -0.011
H 2.009966 3.758539 -2.245505 -0.009 -0.004 0.014
H 3.404008 3.228333 -3.190178 -0.002 -0.014 -0.011
H 3.647117 4.026767 -1.637077 0.006 0.000 -0.001
O 0.243863 3.288733 3.903215 -0.046 0.052 -0.101
S -0.235119 1.983338 3.490001 0.405 -0.001 0.248
N -0.101781 1.688552 2.023110 -0.250 -0.147 -0.452
```
Positions in Å, forces in eV/Å.

Electronic energy ... -175985.251 eV
HOMO level (alpha / beta) ... -8.23 / -8.40 eV
Multiplicity ... 2
Relative energy (zero: lowest compared OMol25 entry of this formula, charge and spin) ... 9.9 kcal/mol
Largest force on an atom ... 0.80 eV/A
Lowest unoccupied orbital energy (alpha / beta) ... -1.11 / -0.47 eV
Frontier orbital gap (alpha / beta) ... 7.12 / 7.92 eV

***

# 6
2 unconnected molecules or ions with the total composition C3O4S in a non-equilibrium geometry, computed with ωB97M-V/def2-TZVPD.

Structure (XYZ):
```
8
Properties=species:S:1:pos:R:3:forces:R:3
C -0.589032 0.543492 0.139925 0.708 -1.317 -2.428
C 0.250324 -0.408202 -1.649586 -2.145 0.313 0.888
C 0.288440 0.496811 1.335906 -0.877 2.275 -0.873
O -0.575993 -0.774561 -2.467110 0.048 0.500 0.571
O 0.219053 -0.530476 1.961564 0.101 -3.406 1.689
O 1.416405 -0.441656 -1.442642 1.886 -0.029 0.070
O 0.885192 1.540775 1.628583 1.063 1.279 0.023
S -2.131461 1.008162 0.159743 -0.784 0.385 0.060
```
Positions in Å, forces in eV/Å.

Electronic energy ... -22134.693 eV
HOMO level ... 1.14 eV
Relative energy (zero: lowest compared OMol25 entry of this formula, charge and spin) ... 22.2 kcal/mol
Largest force on an atom ... 3.80 eV/A
Lowest unoccupied orbital energy ... 5.96 eV
Net charge ... -2
Frontier orbital gap ... 4.82 eV